Density functional theory data (ωB97M-V/def2-TZVPD) for a cluster of 10 separate species, H20O10 in total.

Values from the calculation:
frontier orbital gap	10.43	eV
energy above the lowest of the compared OMol25 structures with the same formula, charge and spin	131.2	kcal/mol
LUMO energy	-0.22	eV
HOMO	-10.648	eV

Geometry as ORCA input:
```
! RIJCOSX wB97M-V def2-TZVPD def2/J DEFGRID3
* xyz 0 1
O -1.276 -3.701 -0.649
H -0.629 -3.074 -0.698
H -2.080 -3.181 -0.993
O -3.297 2.826 1.506
H -2.395 3.037 1.758
H -3.189 2.591 0.548
O 2.612 0.675 -1.394
H 2.703 -0.229 -1.773
H 1.883 1.169 -1.807
O -3.123 -1.412 -1.593
H -4.093 -1.154 -1.686
H -2.871 -1.095 -0.673
O 1.188 -1.521 2.802
H 0.470 -1.554 3.334
H 1.605 -2.209 3.343
O -1.786 -1.565 1.169
H -1.646 -2.188 1.954
H -1.525 -0.688 1.459
O 2.490 2.269 1.902
H 3.322 2.551 1.343
H 1.898 3.051 1.642
O 0.365 2.913 -0.033
H -0.134 3.587 -0.712
H 1.261 2.875 -0.226
O 0.324 1.766 -3.312
H 0.090 1.663 -2.512
H -0.224 1.437 -4.013
O 2.901 -3.162 -0.124
H 2.202 -2.711 0.404
H 2.955 -2.966 -0.965
*
```

---

Density functional theory data (ωB97M-V/def2-TZVPD) for a structure of composition H20O10Xe.

Values from the calculation:
frontier orbital gap	10.68	eV
energy above the lowest of the compared OMol25 structures with the same formula, charge and spin	15.2	kcal/mol
LUMO energy	0.07	eV
HOMO	-10.612	eV

Geometry as ORCA input:
```
! RIJCOSX wB97M-V def2-TZVPD def2/J DEFGRID3
* xyz 0 1
Xe -0.582 -0.461 0.959
O 2.208 -2.219 3.188
H 1.841 -2.708 2.452
H 2.548 -1.414 2.796
O -2.202 -3.297 -1.074
H -2.589 -4.053 -1.516
H -2.309 -3.484 -0.141
O 2.796 0.514 2.114
H 3.707 0.776 2.251
H 2.780 0.163 1.224
O -2.563 2.064 -1.213
H -1.979 2.258 -0.480
H -3.427 2.346 -0.913
O 3.031 -0.742 -0.385
H 2.968 0.120 -0.795
H 3.960 -0.845 -0.181
O 0.472 2.612 3.079
H 1.409 2.732 2.923
H 0.053 2.930 2.280
O 1.289 0.405 -3.169
H 1.045 -0.322 -2.596
H 0.456 0.735 -3.505
O -0.145 -2.015 -2.397
H -0.780 -2.515 -1.885
H 0.676 -2.496 -2.297
O -1.322 3.338 1.050
H -2.048 3.498 1.652
H -1.084 4.206 0.725
O -3.775 -0.795 -1.464
H -3.312 0.026 -1.630
H -3.121 -1.360 -1.051
*
```

---

Density functional theory data (ωB97M-V/def2-TZVPD) for a structure of composition H21HfO11.

Values from the calculation:
frontier orbital gap	7.32	eV
energy above the lowest of the compared OMol25 structures with the same formula, charge and spin	0.0	kcal/mol
LUMO energy	-12.88	eV
HOMO	-20.197	eV

Geometry as ORCA input:
```
! RIJCOSX wB97M-V def2-TZVPD def2/J DEFGRID3
* xyz 3 1
Hf -2.154 -0.091 -0.008
O -0.287 0.305 -0.089
H 0.572 -0.087 0.135
O -0.618 -1.642 -2.324
H -0.887 -2.005 -3.164
H 0.321 -1.838 -2.247
O 2.744 -0.187 -0.400
H 3.303 0.096 -1.097
H 3.140 0.073 0.476
O -2.045 1.080 -1.923
H -1.370 1.097 -2.610
H -2.860 1.405 -2.410
O 2.196 2.278 0.599
H 2.009 1.587 0.019
H 1.617 2.184 1.312
O 0.518 1.903 -2.256
H 0.812 1.109 -2.649
H 0.252 1.682 -1.400
O -1.422 -0.060 2.219
H -1.777 0.456 2.956
H -0.445 -0.122 2.340
O 1.139 -0.402 2.790
H 2.029 -0.172 2.488
H 1.368 -0.723 3.632
O 1.257 -2.321 0.367
H 1.452 -3.155 -0.025
H 1.591 -1.596 -0.191
O -1.587 -2.083 0.439
H -2.195 -2.855 0.324
H -0.690 -2.486 0.295
O -2.590 1.822 0.651
H -3.339 2.131 1.212
H -2.052 2.615 0.538
*
```

---

Density functional theory data (ωB97M-V/def2-TZVPD) for a cluster of 10 separate species, H21O10 in total.

Values from the calculation:
frontier orbital gap	11.16	eV
energy above the lowest of the compared OMol25 structures with the same formula, charge and spin	54.4	kcal/mol
LUMO energy	-3.09	eV
HOMO	-14.250	eV

Geometry as ORCA input:
```
! RIJCOSX wB97M-V def2-TZVPD def2/J DEFGRID3
* xyz 1 1
O -0.964 0.821 -2.260
H -1.708 0.905 -2.860
H 0.545 1.559 -2.346
O 1.499 1.580 -2.168
H 0.034 -3.482 1.535
H 0.407 0.078 2.783
O 0.709 0.976 2.476
H -1.447 0.815 -1.436
H 0.583 1.505 3.285
O 3.182 -1.494 0.586
H 3.792 -2.241 0.536
H 3.596 -0.761 0.012
O 1.897 1.175 0.176
H -2.745 -2.162 -0.978
H 1.965 0.356 0.860
O -0.817 3.301 -0.981
H -1.266 3.171 -0.140
H 0.970 1.340 0.508
O 0.666 -4.188 1.726
H -1.331 3.962 -1.445
H 1.527 -3.781 1.780
O -0.195 -0.447 -0.135
H -1.110 -0.715 -0.204
H 1.974 2.325 -2.538
O -2.989 0.801 0.789
H 1.461 1.065 -0.856
O -2.360 -2.511 -0.177
H -2.211 -3.452 -0.326
H 0.355 -1.282 -0.045
H -3.599 0.240 0.326
H -2.419 0.542 1.519
*
```

---

Density functional theory data (ωB97M-V/def2-TZVPD) for a cluster of 11 separate species, H21O11 in total.

Values from the calculation:
frontier orbital gap	10.14	eV
energy above the lowest of the compared OMol25 structures with the same formula, charge and spin	42.3	kcal/mol
LUMO energy	2.97	eV
HOMO	-7.165	eV

Geometry as ORCA input:
```
! RIJCOSX wB97M-V def2-TZVPD def2/J DEFGRID3
* xyz -1 1
O -2.540 1.983 -0.729
H -2.103 1.155 -0.427
H -1.893 2.320 -1.352
O 0.732 -0.177 -3.747
H 1.128 0.379 -3.038
H -0.183 -0.209 -3.473
O 3.210 2.161 0.361
H 0.208 2.940 4.167
H 0.707 2.711 0.963
O 0.896 0.824 -1.336
H 0.984 1.592 -0.754
H 0.102 -1.992 -0.269
O -3.111 -2.563 -2.675
H 1.448 -0.442 -0.837
H -1.663 -0.502 -0.016
O -0.043 2.553 1.550
H -0.399 1.721 1.192
H -0.131 0.237 -0.291
O -0.938 0.019 0.314
H 2.949 2.438 -0.527
O -0.645 2.501 4.362
H 2.852 1.263 0.469
H -1.129 3.209 3.911
O 0.477 -3.179 3.002
H 0.580 -2.752 2.123
H 0.171 -4.022 2.665
O 1.610 -1.458 -0.527
H -3.594 -2.332 -1.881
H 2.164 -1.785 -1.237
O -0.266 -2.861 0.165
H -2.196 -2.462 -2.353
H 0.616 -3.271 0.223
*
```

---

Density functional theory data (ωB97M-V/def2-TZVPD) for a structure of composition H21O11.

Values from the calculation:
frontier orbital gap	8.59	eV
energy above the lowest of the compared OMol25 structures with the same formula, charge and spin	79.8	kcal/mol
LUMO energy	2.64	eV
HOMO	-5.947	eV

Geometry as ORCA input:
```
! RIJCOSX wB97M-V def2-TZVPD def2/J DEFGRID3
* xyz -1 1
O -2.011 1.952 -1.620
H -1.415 1.963 -0.941
H 2.259 -3.587 -0.202
O 2.305 -3.965 0.725
H 2.872 -0.373 -1.741
H -2.665 0.067 2.912
O 0.047 0.941 -3.087
H 3.200 -0.412 -3.296
H -0.194 1.517 0.766
O 1.155 1.163 0.147
H 1.690 1.786 -0.379
H -4.483 -0.590 2.235
O -0.672 -1.743 -2.052
H 2.355 -1.488 0.037
H -2.834 2.263 -1.350
O -1.010 1.711 1.160
H -1.528 0.898 1.052
H -2.855 1.156 4.104
O -3.155 0.264 3.782
H -0.519 1.690 -3.261
O 3.490 -0.754 -2.492
H 0.699 1.591 -2.909
H 2.420 1.778 2.724
O 2.735 1.470 1.919
H 1.997 1.265 1.110
H 1.495 -3.549 0.937
O 1.582 -1.192 -0.450
H -1.036 -1.580 -1.222
H 1.565 -0.185 -0.283
O -3.923 -1.225 1.635
H -0.125 -0.922 -2.292
H -3.442 -1.910 2.332
*
```

---

Density functional theory data (ωB97M-V/def2-TZVPD) for a cluster of 11 separate species, H21O11 in total.

Values from the calculation:
frontier orbital gap	8.17	eV
energy above the lowest of the compared OMol25 structures with the same formula, charge and spin	113.6	kcal/mol
LUMO energy	2.44	eV
HOMO	-5.739	eV

Geometry as ORCA input:
```
! RIJCOSX wB97M-V def2-TZVPD def2/J DEFGRID3
* xyz -1 1
O 1.151 1.438 -1.140
H -0.343 1.256 -0.827
H 1.129 0.548 -1.470
O 2.840 -0.092 3.798
H 3.404 0.288 3.089
H 1.976 -0.277 3.358
O -0.277 1.398 2.963
H 1.665 1.648 -3.707
H -3.094 2.397 -0.323
O -1.570 -0.234 1.333
H -2.390 -0.394 1.508
H 1.705 -1.144 -1.204
O 0.542 -2.936 3.244
H 2.208 -2.974 -2.982
H -1.290 -0.257 0.384
O -3.655 2.590 0.449
H -3.128 2.269 1.063
H -1.490 2.093 -0.622
O -1.493 1.109 -0.818
H -0.381 0.635 2.271
O 0.755 1.561 -3.572
H -0.268 2.152 2.433
H 0.889 1.533 -2.463
O -3.260 0.162 -2.793
H -2.759 -0.538 -2.182
H -2.957 0.983 -2.359
O 2.771 -2.487 -2.507
H 1.425 -3.253 3.459
H 2.976 -3.149 -1.858
O 1.134 -1.777 -0.633
H 0.563 -1.948 3.152
H 1.221 -2.600 -1.044
*
```

---

Density functional theory data (ωB97M-V/def2-TZVPD) for a structure of composition H22HeO11.

Values from the calculation:
frontier orbital gap	8.94	eV
energy above the lowest of the compared OMol25 structures with the same formula, charge and spin	22.6	kcal/mol
LUMO energy	-0.46	eV
HOMO	-9.403	eV

Geometry as ORCA input:
```
! RIJCOSX wB97M-V def2-TZVPD def2/J DEFGRID3
* xyz 0 1
He -0.390 0.639 0.590
O 1.404 -1.603 0.931
H 0.707 -1.224 1.467
H 1.026 -1.666 0.054
O 2.257 2.233 -0.498
H 2.683 1.390 -0.658
H 1.981 2.531 -1.365
O 0.352 3.167 1.566
H 0.596 4.089 1.482
H 0.940 2.708 0.966
O -1.626 1.880 2.715
H -1.217 1.029 2.556
H -1.085 2.501 2.226
O -1.266 -3.170 -0.886
H -0.826 -3.949 -0.546
H -0.557 -2.616 -1.211
O 3.593 -0.265 -0.668
H 2.833 -0.561 -0.167
H 4.314 -0.278 -0.038
O -2.024 -0.998 -3.312
H -2.450 -0.510 -2.608
H -1.278 -0.453 -3.564
O -2.744 -2.495 1.588
H -2.718 -3.282 2.133
H -2.306 -2.751 0.777
O 0.797 -1.784 -1.880
H 0.734 -1.103 -2.549
H 1.077 -2.565 -2.357
O -0.634 -0.722 2.647
H -1.262 -1.354 2.299
H -0.391 -1.071 3.504
O -0.857 4.276 -1.392
H -0.460 4.571 -2.211
H -1.204 3.407 -1.592
*
```

---

Copy entry 2 word for word.
Density functional theory data (ωB97M-V/def2-TZVPD) for a structure of composition H20O10Xe.

Values from the calculation:
frontier orbital gap	10.68	eV
energy above the lowest of the compared OMol25 structures with the same formula, charge and spin	15.2	kcal/mol
LUMO energy	0.07	eV
HOMO	-10.612	eV

Geometry as ORCA input:
```
! RIJCOSX wB97M-V def2-TZVPD def2/J DEFGRID3
* xyz 0 1
Xe -0.582 -0.461 0.959
O 2.208 -2.219 3.188
H 1.841 -2.708 2.452
H 2.548 -1.414 2.796
O -2.202 -3.297 -1.074
H -2.589 -4.053 -1.516
H -2.309 -3.484 -0.141
O 2.796 0.514 2.114
H 3.707 0.776 2.251
H 2.780 0.163 1.224
O -2.563 2.064 -1.213
H -1.979 2.258 -0.480
H -3.427 2.346 -0.913
O 3.031 -0.742 -0.385
H 2.968 0.120 -0.795
H 3.960 -0.845 -0.181
O 0.472 2.612 3.079
H 1.409 2.732 2.923
H 0.053 2.930 2.280
O 1.289 0.405 -3.169
H 1.045 -0.322 -2.596
H 0.456 0.735 -3.505
O -0.145 -2.015 -2.397
H -0.780 -2.515 -1.885
H 0.676 -2.496 -2.297
O -1.322 3.338 1.050
H -2.048 3.498 1.652
H -1.084 4.206 0.725
O -3.775 -0.795 -1.464
H -3.312 0.026 -1.630
H -3.121 -1.360 -1.051
*
```